C15H26BClF7O8S | ωB97M-V/def2-TZVPD

Output
E = -75416.295 eV
Charge = -1
HOMO energy = -5.96 eV
HOMO-LUMO gap = 7.910 eV
LUMO = 0.0718 hartree

Last column: Löwdin charge in e.
Cartesian coordinates (Å):
O  1.53  1.08  -0.24  -0.374
S  1.23  2.38  0.33  0.685
O  1.63  2.66  1.70  -0.363
B  1.60  3.93  -0.78  -0.897
Cl  2.03  3.39  -2.52  0.418
C  -0.66  2.27  0.62  -0.465
F  -1.04  3.24  1.48  0.085
F  -0.86  1.08  1.22  0.092
C  -1.61  2.36  -0.63  -0.369
F  -0.89  2.26  -1.75  0.131
F  -2.51  1.35  -0.61  0.134
C  -2.49  3.64  -0.75  -0.544
F  -3.38  3.68  0.25  0.159
F  -3.17  3.59  -1.90  0.166
F  -1.79  4.77  -0.72  0.170
H  2.52  4.42  -0.20  -0.002
H  0.59  4.57  -0.77  0.003
O  1.30  -4.05  -2.93  0.081
C  0.78  -3.54  -1.97  -0.524
O  -0.51  -3.84  -1.73  -0.010
C  -1.18  -3.49  -0.50  -0.232
C  -1.69  -2.08  -0.50  -0.058
C  1.52  -2.59  -1.06  0.017
H  -0.52  -3.68  0.35  0.116
H  -2.00  -4.20  -0.44  0.096
H  -0.88  -1.35  -0.56  0.065
H  -2.25  -1.89  0.41  0.085
H  -2.36  -1.92  -1.35  0.087
H  1.39  -1.57  -1.42  0.094
H  2.58  -2.84  -1.12  0.090
H  1.19  -2.61  -0.02  0.074
O  -4.20  -4.59  0.81  0.106
C  -4.43  -5.73  0.51  -0.520
O  -3.46  -6.65  0.71  -0.006
C  -3.65  -8.05  0.48  -0.239
C  -3.41  -8.42  -0.97  -0.062
C  -5.73  -6.14  -0.14  0.014
H  -4.63  -8.36  0.82  0.107
H  -2.91  -8.52  1.13  0.122
H  -4.13  -7.95  -1.63  0.068
H  -3.48  -9.50  -1.09  0.079
H  -2.41  -8.11  -1.27  0.087
H  -5.60  -6.05  -1.22  0.096
H  -6.49  -5.43  0.17  0.090
H  -6.05  -7.15  0.09  0.069
O  4.14  6.45  -1.20  0.111
C  4.56  6.65  -0.10  -0.527
O  5.64  5.94  0.33  -0.007
C  6.23  6.12  1.61  -0.251
C  5.53  5.30  2.68  -0.060
C  3.86  7.58  0.87  0.013
H  6.27  7.18  1.88  0.103
H  7.26  5.78  1.48  0.118
H  4.50  5.63  2.83  0.071
H  6.06  5.41  3.63  0.075
H  5.52  4.25  2.40  0.087
H  3.11  6.99  1.40  0.096
H  3.34  8.33  0.28  0.088
H  4.50  8.06  1.60  0.065